# 1
The following is a quantum chemistry calculation of C4H9N2O2 as an isolated structure at a distorted geometry, from OMol25.

```
17
Properties=species:S:1:pos:R:3:forces:R:3
N -0.053 -2.813 0.804 -1.95 1.25 -3.85
C -1.528 -2.448 -0.056 -2.25 1.85 2.86
C -1.559 -0.923 0.128 1.80 0.44 -2.08
N -0.186 -0.281 -0.180 -1.47 -1.84 0.80
C -0.297 1.163 -0.185 0.62 -0.42 -0.28
C 1.147 1.922 -0.220 -0.24 -1.95 1.25
O 0.982 3.151 -0.350 1.02 -0.54 -0.14
O 2.168 1.145 -0.015 -2.21 2.25 -0.68
H -0.259 -3.783 0.935 0.16 -1.18 -0.23
H -1.856 -2.756 -1.068 0.78 -0.33 0.20
H -2.277 -2.780 0.682 0.22 -0.51 -0.74
H -0.308 -2.574 -0.399 3.48 -1.45 2.20
H -2.318 -0.489 -0.561 0.66 -0.05 0.06
H -1.993 -0.777 1.085 0.19 0.66 1.46
H 0.635 -0.622 0.362 -1.24 0.37 -0.22
H -0.959 1.485 0.677 0.75 0.31 -0.90
H -0.770 1.293 -1.164 -0.31 1.15 0.30
```
Forces are in eV/Å.

Its strongest force on any atom is 4.5 eV Å⁻¹. The calculation puts the LUMO energy at 3.31 eV. The net charge is -1. The value obtained for the energy is -417.6922 Ha.

The Mulliken scheme yields these atomic charges, measured in e: -0.60, -0.67, -0.43, -0.33, -0.45, 0.55, -0.70, -0.74, 0.18, 0.28, 0.38, 0.27, 0.26, 0.31, 0.30, 0.20, 0.18

=====

# 2
The following is a quantum chemistry calculation of a 2-piece molecular cluster, C5H9NO overall at a distorted geometry, from OMol25.

```
16
Properties=species:S:1:pos:R:3:forces:R:3
C 1.110 -3.094 -1.253 -0.55 3.63 1.14
N 0.502 1.497 0.402 2.38 -1.47 -0.71
C -0.359 2.354 0.862 -3.97 -0.87 2.36
O -1.408 2.110 1.596 2.55 0.27 -1.46
C 0.323 0.095 0.877 -2.74 0.15 -2.26
C 0.950 -0.867 -0.137 -0.21 2.11 2.99
C 0.380 -1.943 -0.743 -0.76 -3.74 -1.50
H 0.641 -3.878 -1.806 -0.62 -0.42 0.18
H 2.211 -3.214 -1.153 -0.88 0.53 0.00
H -0.221 3.401 0.613 0.48 0.26 -0.36
H 0.644 -0.095 1.896 0.33 -0.08 0.19
H -0.785 -0.075 0.783 0.64 -0.24 0.76
H -2.537 2.848 -0.478 -0.13 0.39 -0.07
H 1.976 -0.732 -0.140 2.23 0.08 -0.59
H -0.744 -1.965 -0.646 1.22 -0.29 -0.65
H -2.682 3.559 -0.673 0.00 -0.30 -0.04
```
Forces are in eV/Å.

Its strongest force on any atom is 4.7 eV Å⁻¹. The calculation puts the LUMO energy at -3.60 eV. The net charge is 0. The value obtained for the energy is -325.6703 Ha.

The Mulliken scheme yields these atomic charges, measured in e: -0.57, -0.57, -0.07, -0.63, -0.47, -0.02, 0.10, 0.29, 0.25, 0.50, 0.29, 0.23, -0.13, 0.38, 0.30, 0.12